1.
Here is a structure of composition C48H47FN4O3P2Y from OMol25. Energies are from ωB97M-V/def2-TZVPD.

Calculated values
ΔE to the lowest compared entry with this formula, charge and spin = 3.9 kcal/mol
Total charge = +3
LUMO level = -7.41 eV
Kohn-Sham gap = 0.227 Eh
Energy = -84961.4727 eV

Positions of all 106 atoms, in Å:
Y  -0.385  -2.108  -0.931
C  1.638  -1.834  2.496
N  2.543  -2.556  1.625
C  3.229  -1.790  0.607
P  2.484  -2.099  -1.071
C  3.579  -1.357  -2.283
C  4.959  -1.564  -2.246
C  5.770  -0.995  -3.215
C  5.210  -0.224  -4.226
C  3.839  -0.015  -4.269
C  3.022  -0.577  -3.298
C  2.345  -3.881  -1.341
C  1.333  -4.514  -0.605
C  1.055  -5.863  -0.788
C  1.768  -6.579  -1.738
C  2.756  -5.951  -2.489
C  3.045  -4.606  -2.299
C  3.038  -3.840  1.984
C  4.140  -4.396  1.338
C  4.582  -5.674  1.661
C  3.941  -6.426  2.630
C  2.840  -5.880  3.275
C  2.387  -4.611  2.952
P  -0.137  -1.963  1.920
C  -0.852  -3.356  2.825
C  -0.944  -3.336  4.215
C  -1.419  -4.448  4.892
C  -1.805  -5.585  4.188
C  -1.717  -5.609  2.804
C  -1.239  -4.498  2.122
C  -0.986  -0.461  2.488
C  -0.380  0.785  2.327
C  -1.064  1.943  2.670
C  -2.360  1.868  3.161
C  -2.974  0.630  3.303
C  -2.293  -0.532  2.967
H  1.909  -0.778  2.538
H  1.698  -2.211  3.516
H  4.307  -1.951  0.610
H  3.088  -0.726  0.804
H  5.406  -2.176  -1.471
H  6.839  -1.158  -3.186
H  5.845  0.213  -4.985
H  3.404  0.581  -5.060
H  1.953  -0.406  -3.332
H  0.881  -4.009  0.256
H  0.309  -6.354  -0.175
H  1.561  -7.630  -1.889
H  3.308  -6.515  -3.229
H  3.809  -4.121  -2.893
H  4.676  -3.859  0.569
H  5.445  -6.076  1.148
H  4.294  -7.416  2.880
H  2.322  -6.446  4.038
H  1.513  -4.232  3.459
H  -0.649  -2.453  4.771
H  -1.489  -4.429  5.972
H  -2.175  -6.449  4.723
H  -2.019  -6.490  2.254
H  -1.153  -4.552  1.040
H  0.628  0.865  1.937
H  -0.571  2.902  2.571
H  -2.886  2.768  3.450
H  -3.981  0.562  3.691
H  -2.782  -1.490  3.082
C  -5.297  3.525  -3.132
C  -5.182  3.036  -1.697
N  -3.920  2.299  -1.456
C  -3.951  0.959  -1.496
C  -2.830  0.202  -1.347
C  -2.665  -1.284  -1.344
O  -2.591  -1.864  -0.224
O  -2.114  -1.809  -2.363
C  -1.571  0.800  -1.116
O  -0.510  0.086  -0.955
C  -1.538  2.234  -1.071
C  -0.315  2.904  -0.871
C  -0.297  4.260  -0.872
F  0.850  4.932  -0.718
C  -1.473  5.022  -1.053
C  -2.670  4.373  -1.233
C  -2.727  2.964  -1.259
N  -1.340  6.433  -1.086
C  -0.984  7.031  0.212
C  -1.189  8.539  0.146
N  -0.762  9.019  -1.209
C  -1.673  8.497  -2.300
C  -2.324  7.190  -1.850
H  -6.236  4.061  -3.265
H  -5.291  2.682  -3.823
H  -4.482  4.194  -3.407
H  -5.994  2.350  -1.470
H  -5.250  3.846  -0.973
H  -4.921  0.509  -1.657
H  0.596  2.334  -0.751
H  -3.563  4.964  -1.371
H  0.061  6.802  0.430
H  -1.588  6.636  1.035
H  -0.607  9.048  0.911
H  -2.233  8.820  0.260
H  0.195  8.715  -1.388
H  -0.755  10.040  -1.231
H  -1.056  8.331  -3.180
H  -2.411  9.265  -2.520
H  -2.577  6.609  -2.734
H  -3.258  7.385  -1.308

2.
Here is a cluster of 3 separate species, C28H59BFN3O7 in total in a non-equilibrium geometry from OMol25. Energies are from ωB97M-V/def2-TZVPD.

Calculated values
Total charge = 0
LUMO level (alpha / beta) = 0.54 / 0.48 eV
Kohn-Sham gap (alpha / beta) = 0.316 / 0.355 Eh
Spin multiplicity = 3
Energy = -52184.5652 eV

Positions of all 99 atoms, in Å:
C  1.368  6.938  1.525
C  0.159  7.039  0.574
C  -0.187  5.729  -0.086
F  -1.071  5.982  -1.140
C  -0.835  4.628  0.755
O  0.209  3.961  1.479
C  -0.089  2.619  1.798
C  0.557  1.625  0.848
C  0.603  0.226  1.475
O  1.897  -0.185  1.871
O  2.219  0.510  3.081
O  -0.163  1.527  -0.362
C  0.301  2.313  -1.452
B  -2.099  5.133  1.605
O  -3.333  4.998  0.966
N  -2.070  5.749  2.887
C  -3.361  5.657  3.611
C  -0.980  5.347  3.787
H  2.175  7.581  1.178
H  1.756  5.923  1.573
H  1.107  7.267  2.527
H  0.422  7.723  -0.235
H  -0.704  7.480  1.071
H  0.727  5.301  -0.507
H  -1.238  3.936  0.010
H  -1.167  2.436  1.801
H  0.290  2.430  2.805
H  1.592  1.934  0.668
H  -0.048  0.186  2.353
H  0.227  -0.500  0.758
H  2.723  1.269  2.762
H  0.578  1.647  -2.268
H  -0.506  2.960  -1.798
H  1.138  2.947  -1.164
H  -3.391  5.601  0.225
H  -3.733  4.632  3.640
H  -4.102  6.305  3.160
H  -3.194  5.962  4.644
H  -0.971  5.985  4.671
H  -1.097  4.316  4.135
H  -0.017  5.415  3.299
C  3.842  -2.345  -3.386
C  2.412  -2.140  -3.928
C  2.003  -3.312  -4.824
C  2.669  -3.300  -6.200
C  2.476  -1.950  -6.890
C  2.947  -0.772  -6.038
N  2.300  -0.856  -4.692
O  1.106  -0.389  -4.696
C  4.479  -0.760  -5.932
C  2.539  0.544  -6.686
C  1.478  -2.060  -2.731
H  4.318  -1.391  -3.166
H  3.805  -2.913  -2.457
H  4.483  -2.901  -4.068
H  0.918  -3.290  -4.959
H  2.235  -4.242  -4.299
H  3.732  -3.540  -6.117
H  2.230  -4.087  -6.816
H  3.012  -1.927  -7.841
H  1.415  -1.817  -7.122
H  4.810  0.005  -5.229
H  4.899  -0.523  -6.909
H  4.908  -1.710  -5.629
H  1.471  0.588  -6.882
H  3.067  0.646  -7.635
H  2.806  1.389  -6.051
H  1.711  -1.191  -2.113
H  1.597  -2.957  -2.122
H  0.434  -1.996  -3.027
C  -2.079  -2.095  3.790
C  -1.247  -3.327  3.375
C  -1.163  -3.430  1.852
C  -2.450  -3.913  1.184
C  -2.942  -5.211  1.822
C  -3.106  -5.105  3.338
N  -1.832  -4.590  3.930
O  -0.955  -5.514  4.070
C  -4.300  -4.206  3.692
C  -3.393  -6.476  3.934
C  0.149  -3.144  3.953
H  -2.543  -2.245  4.764
H  -1.430  -1.224  3.869
H  -2.859  -1.841  3.073
H  -0.354  -4.118  1.586
H  -0.879  -2.453  1.456
H  -3.225  -3.143  1.237
H  -2.263  -4.078  0.121
H  -3.899  -5.511  1.389
H  -2.229  -6.010  1.599
H  -4.344  -4.033  4.767
H  -5.220  -4.708  3.394
H  -4.291  -3.243  3.191
H  -2.637  -7.206  3.658
H  -4.358  -6.824  3.564
H  -3.439  -6.424  5.022
H  0.121  -3.126  5.044
H  0.555  -2.195  3.601
H  0.825  -3.936  3.643